Entry 1:
{"formula": "C21H22GdN3O4SSe2", "method": "wB97M-V/def2-TZVPD", "fmax_ha_per_bohr": 0.07040, "s_squared": 15.90, "spin_multiplicity": 8, "e_above_lowest_ev": 2.028, "elements": ["Gd", "C", "C", "C", "C", "C", "C", "C", "C", "C", "C", "H", "H", "H", "H", "H", "H", "H", "H", "H", "H", "H", "H", "H", "H", "S", "C", "C", "C", "C", "C", "N", "H", "H", "H", "H", "Se", "N", "C", "C", "C", "C", "C", "C", "N", "H", "H", "H", "H", "O", "Se", "O", "O", "O"], "positions_angstrom": [[0.5411, 1.7683, 0.0753], [-0.1537, -3.6388, -0.9517], [-1.5651, -2.9805, -0.9882], [-2.0164, -1.9104, -2.0291], [-1.9402, -2.3940, 0.4391], [-3.2111, -1.7864, 0.5638], [-3.6092, -1.1969, 1.7157], [-2.6671, -1.0363, 2.7852], [-2.9426, -0.3706, 4.1035], [-1.3971, -1.5271, 2.6282], [-1.0605, -2.3206, 1.5511], [0.2028, -3.9817, -1.9341], [-0.1158, -4.4440, -0.2692], [0.5215, -2.7830, -0.7628], [-2.2555, -3.8559, -1.0409], [-1.7018, -0.9099, -1.8764], [-3.0979, -1.9266, -2.0231], [-1.6116, -2.2930, -3.0311], [-3.9228, -1.8695, -0.2547], [-4.6251, -0.8382, 1.8671], [-2.8301, -1.1764, 4.8806], [-3.9683, 0.0167, 4.1086], [-2.2131, 0.4406, 4.3130], [-0.6703, -1.2641, 3.3818], [-0.0837, -2.8491, 1.5956], [2.2669, 0.0055, 1.4422], [2.5973, 1.5184, 2.2556], [3.6266, 1.6077, 3.1979], [3.5347, 2.6934, 4.0463], [2.7534, 3.8348, 3.7207], [1.8526, 3.7063, 2.6614], [1.8983, 2.6205, 1.8734], [4.3287, 0.8064, 3.2008], [4.2161, 2.7830, 4.8817], [2.9060, 4.7866, 4.2351], [1.1689, 4.5103, 2.3407], [0.4780, 3.0371, -2.8943], [1.4271, 1.5924, -2.0812], [1.5964, 0.6408, -3.0095], [2.4140, -0.5817, -2.8983], [2.7943, -1.2659, -4.0082], [2.0822, -1.0121, -5.2472], [1.4704, 0.1877, -5.5368], [1.2425, 1.0769, -4.4041], [0.7063, 2.2881, -4.5435], [2.7982, -0.8314, -1.9311], [3.4203, -2.1675, -3.9732], [2.1229, -1.7920, -6.0215], [1.0129, 0.4098, -6.4919], [-1.2931, 2.4824, 1.6469], [-1.8556, 2.9930, 0.0608], [-1.5607, 1.5284, -0.7568], [-0.3967, 3.8959, -0.3781], [-3.2156, 3.7728, -0.2352]], "atomic_forces_ev_per_a": [[1.06, -1.31, 1.90], [-0.22, 2.96, -2.07], [-1.12, -0.79, 2.37], [1.27, -2.94, -1.47], [0.75, 0.10, -0.25], [0.56, -1.09, -0.83], [0.64, 0.74, 2.57], [-0.79, 0.43, -0.90], [-0.29, -0.43, 0.34], [-0.06, -0.22, 0.06], [0.33, -0.38, -1.55], [-0.53, -0.17, 0.07], [0.22, -0.55, 0.95], [0.25, -0.72, 0.63], [0.15, 0.61, -0.54], [0.58, 0.88, 0.45], [-0.08, 0.10, -0.43], [-0.82, 0.77, 1.01], [0.14, 0.07, 0.16], [0.15, 0.03, -0.18], [-0.25, 1.00, -0.41], [0.28, 0.06, 0.32], [-0.53, -0.45, -0.14], [0.21, -0.38, 0.21], [-0.72, 0.58, -0.46], [-0.28, 0.32, -0.42], [0.46, 0.39, -1.43], [-1.62, 0.63, 0.35], [1.11, 1.23, -0.62], [-0.63, -0.83, -0.06], [1.31, 0.75, -0.20], [-1.05, -0.76, 1.08], [0.31, -0.42, 0.73], [0.13, -0.03, 0.03], [-0.45, -0.53, 0.12], [0.51, -0.44, 0.16], [1.25, -1.53, -1.46], [-1.14, -0.17, -1.75], [1.15, 1.03, -1.47], [0.01, 1.04, 0.19], [-1.89, -0.37, 0.03], [0.42, 0.89, -1.34], [0.02, -1.25, 1.61], [-0.22, 0.65, 0.32], [0.19, -0.82, 1.57], [0.21, -0.06, 0.45], [-0.21, 0.59, 0.25], [0.17, 0.51, 0.28], [0.07, -0.01, 0.07], [-1.16, 0.89, -2.88], [1.83, 0.24, 2.15], [-0.44, 0.97, 0.14], [-1.52, -1.42, 0.10], [0.27, -0.38, 0.18]]}

Entry 2:
{"formula": "C6H12ClNO2", "method": "wB97M-V/def2-TZVPD", "fmax_ha_per_bohr": 0.06564, "spin_multiplicity": 1, "e_above_lowest_ev": 5.481, "elements": ["C", "C", "C", "C", "C", "C", "N", "O", "O", "Cl", "H", "H", "H", "H", "H", "H", "H", "H", "H", "H", "H", "H"], "positions_angstrom": [[-2.5145, 0.7181, 0.2451], [3.7632, -0.1377, -0.4919], [-1.2750, -0.0803, 0.1574], [2.5135, 0.5013, 0.1507], [-0.0188, 0.7123, 0.2822], [1.2040, -0.0384, -0.2858], [-4.0552, -0.6781, -0.2914], [-2.8843, 1.8083, 0.4889], [-4.0759, -1.6216, 0.7924], [-5.5133, 0.1188, -0.2741], [3.9239, -1.2481, -0.3225], [4.6829, 0.1427, 0.0372], [4.0533, 0.0333, -1.5448], [-1.2519, -0.5037, -0.8894], [-1.4960, -0.9362, 0.7838], [2.5668, 1.5155, -0.2194], [2.6624, 0.5088, 1.2382], [-0.0286, 1.6406, -0.3092], [0.2930, 0.9507, 1.2607], [1.0131, 0.1564, -1.4029], [0.9420, -1.0983, -0.0136], [-4.5047, -2.4645, 0.6083]], "atomic_forces_ev_per_a": [[-2.84, 0.61, 0.14], [1.76, -1.95, 0.61], [-0.88, -0.20, -1.99], [1.64, -0.14, -0.77], [1.79, 0.79, -0.45], [-2.79, -1.04, -1.59], [2.74, -0.51, 0.24], [0.79, -2.27, -0.62], [0.98, 0.94, 1.18], [-1.22, 1.12, 0.12], [-1.08, 0.85, -0.35], [-0.27, 0.77, 0.14], [-0.99, 0.20, 0.30], [-0.49, 0.23, 0.88], [0.51, -0.24, 0.43], [-0.18, 0.69, 0.35], [-0.29, -0.04, -0.21], [-0.66, -0.05, 0.49], [-0.40, 0.53, 1.55], [0.94, -1.07, 1.20], [1.16, 0.54, -0.57], [-0.20, 0.24, -1.10]]}

Entry 3:
{"formula": "C15H19Br23O4S", "method": "wB97M-V/def2-TZVPD", "fmax_ha_per_bohr": 0.01630, "spin_multiplicity": 1, "e_above_lowest_ev": 0.000, "elements": ["C", "C", "C", "C", "O", "S", "O", "O", "O", "C", "C", "Br", "C", "C", "Br", "H", "H", "H", "H", "H", "H", "H", "H", "H", "H", "H", "H", "C", "Br", "Br", "Br", "H", "C", "Br", "Br", "Br", "H", "C", "Br", "Br", "Br", "H", "C", "Br", "Br", "Br", "H", "C", "Br", "Br", "Br", "H", "C", "Br", "Br", "Br", "H", "C", "Br", "Br", "Br", "H"], "positions_angstrom": [[0.0065, -3.3126, 3.2453], [-1.1988, -2.4940, 2.8194], [-1.1502, -1.0191, 3.1829], [-2.5267, -0.4197, 3.2138], [-0.7037, -0.9842, 4.6005], [0.5114, -0.0408, 4.8408], [0.2353, 0.8446, 5.9118], [1.7083, -0.8175, 4.8244], [0.3713, 0.7547, 3.4719], [-0.0880, -0.1624, 2.4676], [-0.5323, 0.6343, 1.2666], [-1.3273, 2.3001, 1.6304], [-0.3177, 0.2011, 0.0173], [0.3503, -1.0933, -0.2945], [-0.7490, 1.2241, -1.4887], [-0.1740, -4.3499, 2.9894], [0.9044, -3.0121, 2.7157], [0.1927, -3.2472, 4.3061], [-1.3526, -2.6564, 1.7557], [-2.0856, -2.9017, 3.2916], [-3.1419, -1.0184, 3.8712], [-2.5157, 0.5892, 3.5977], [-2.9586, -0.4421, 2.2221], [0.7672, -0.7662, 2.1807], [0.0141, -1.8607, 0.3842], [0.1149, -1.4273, -1.2963], [1.4267, -0.9944, -0.2134], [3.4434, -2.4613, -2.8012], [2.9017, -4.1783, -2.1325], [2.0266, -1.6023, -3.7766], [4.0832, -1.3330, -1.3853], [4.2625, -2.6243, -3.4860], [-0.3398, -5.9447, -0.1030], [1.4892, -5.6687, 0.4135], [-1.3154, -6.9292, 1.2263], [-1.2135, -4.2827, -0.5264], [-0.3325, -6.5375, -1.0047], [-4.3251, 3.2544, -3.7832], [-5.4780, 1.8138, -4.3223], [-4.5174, 3.6601, -1.9184], [-2.4987, 2.9422, -4.2979], [-4.6429, 4.1333, -4.3223], [2.0655, 3.7664, -1.2640], [1.5345, 4.5767, -2.9257], [2.8263, 2.0257, -1.5487], [3.2414, 4.9023, -0.2555], [1.1663, 3.6254, -0.6805], [5.6055, 8.2681, 0.9515], [3.8202, 8.9555, 0.7811], [5.6055, 6.4999, 1.7063], [6.5449, 8.3152, -0.7234], [6.1353, 8.9102, 1.6377], [-7.8462, 2.0372, 0.6742], [-5.9498, 2.0438, 0.9981], [-8.7845, 3.0800, 1.9869], [-8.2684, 2.5996, -1.1131], [-8.1823, 1.0171, 0.7751], [4.2000, -3.5569, -6.8619], [4.6986, -4.0065, -8.6595], [2.6493, -4.5275, -6.2840], [5.6685, -3.7946, -5.6386], [3.9447, -2.5079, -6.8496]], "atomic_forces_ev_per_a": [[-0.02, 0.01, -0.30], [0.21, -0.22, -0.05], [-0.08, -0.31, 0.77], [-0.10, 0.00, -0.06], [-0.51, -0.25, -0.22], [0.51, 0.05, 0.27], [0.10, 0.01, -0.10], [-0.11, 0.22, -0.02], [0.09, 0.17, 0.03], [0.14, 0.22, -0.18], [-0.01, -0.14, -0.48], [-0.05, 0.17, -0.09], [0.06, 0.27, 0.69], [-0.11, -0.12, 0.02], [-0.34, 0.20, -0.17], [-0.01, -0.27, -0.03], [0.26, 0.10, -0.04], [0.06, 0.05, 0.26], [-0.13, 0.38, -0.18], [-0.22, -0.07, 0.17], [-0.17, -0.17, 0.14], [0.01, 0.30, -0.01], [-0.18, 0.10, -0.29], [0.08, -0.26, -0.06], [0.08, -0.27, 0.21], [0.00, 0.00, -0.19], [0.29, 0.02, -0.04], [-0.02, -0.06, -0.10], [0.08, 0.24, -0.18], [-0.01, 0.06, -0.05], [0.15, 0.01, 0.07], [0.03, 0.04, -0.03], [-0.01, -0.02, 0.03], [-0.15, -0.21, 0.31], [-0.01, 0.00, 0.03], [-0.03, -0.14, -0.13], [-0.01, -0.02, -0.04], [-0.05, 0.17, -0.07], [0.01, -0.04, 0.03], [0.13, -0.06, -0.03], [0.05, -0.03, 0.05], [-0.04, 0.01, -0.06], [-0.10, 0.01, 0.05], [-0.02, 0.01, -0.03], [0.16, -0.06, 0.00], [-0.03, -0.04, -0.05], [-0.04, -0.01, 0.01], [-0.03, -0.01, -0.04], [-0.03, 0.01, 0.00], [0.06, 0.00, 0.08], [0.01, 0.00, -0.03], [0.02, 0.02, 0.03], [0.01, 0.01, 0.01], [0.02, -0.05, 0.08], [-0.02, 0.02, 0.01], [0.00, 0.00, -0.02], [-0.01, -0.04, 0.01], [-0.04, 0.02, 0.00], [0.02, -0.01, -0.01], [-0.03, -0.07, -0.01], [0.05, -0.01, 0.01], [-0.01, 0.05, 0.00]]}

Entry 4:
{"formula": "C4H13NNb", "method": "wB97M-V/def2-TZVPD", "total_charge": -1, "fmax_ha_per_bohr": 0.02290, "energy_ha": -271.7528, "spin_multiplicity": 1, "elements": ["C", "Nb", "N", "C", "C", "C", "H", "H", "H", "H", "H", "H", "H", "H", "H", "H", "H", "H", "H"], "positions_angstrom": [[-1.9709, -2.4768, 0.6862], [-1.1979, -0.6406, -0.3278], [-0.2163, 1.0320, -0.8290], [0.9298, 1.3030, -0.3749], [1.1545, 1.8191, 1.0317], [2.1688, 1.1731, -1.2333], [-1.2326, -2.8667, 1.3930], [-2.2075, -3.2605, -0.0415], [-2.8692, -2.2186, 1.2527], [0.4501, -1.5622, -0.1830], [-1.4311, -0.0997, 1.4362], [-2.9399, -0.0195, -0.5591], [-1.6309, -1.4290, -1.9512], [0.3734, 1.4194, 1.6775], [1.0823, 2.9129, 1.0166], [2.1463, 1.5568, 1.4049], [2.2889, 0.1112, -1.4663], [3.0826, 1.5379, -0.7598], [2.0195, 1.7081, -2.1729]], "atomic_forces_ev_per_a": [[0.16, -0.05, 0.22], [0.74, 0.88, -0.26], [-0.19, -0.55, 0.48], [0.40, 0.24, 0.16], [-0.13, -0.01, 0.03], [0.08, -0.08, -0.33], [-0.07, -0.07, 0.02], [0.07, 0.03, 0.04], [-0.02, -0.06, -0.06], [0.01, -0.27, -0.24], [-0.50, 0.06, -0.33], [0.00, -0.30, -0.15], [-0.45, 0.14, 0.31], [0.06, 0.11, 0.03], [0.02, -0.05, 0.00], [-0.06, -0.05, 0.00], [0.01, 0.10, 0.00], [-0.11, 0.01, 0.07], [-0.02, -0.07, 0.00]]}